Entry 1:
A molecular structure, C32H60I2N4O5 in a non-equilibrium geometry, computed with ωB97M-V/def2-TZVPD.

Computed properties:
Kohn-Sham gap (alpha / beta): 6.620 / 5.878 eV
energy: -66546.48047 eV
LUMO (alpha / beta): 2.06 / 1.32 eV

The geometry in ORCA input format:
```
! wB97M-V def2-TZVPD RIJCOSX def2/J DEFGRID3
* xyz -1 4
C 1.63839 0.89644 -1.27021
C 1.39482 -0.51274 -2.10576
I 3.00402 -1.27358 -3.45129
C 0.10760 -1.30114 -1.98789
I -0.08836 -3.21803 -3.11380
C -1.12948 -0.74660 -1.01984
N -2.29080 -1.73594 -1.15880
C -1.74416 0.71101 -1.56238
O -1.39924 1.23915 -2.75996
O -2.66695 1.50821 -0.72210
H 1.06996 0.80481 -0.22737
H 2.76398 1.19330 -1.15089
H 1.10040 1.80167 -1.82635
H -0.81240 -0.69864 0.12191
H -2.29198 -2.43568 -0.38436
H -3.14836 -1.10993 -1.09862
C 8.51149 1.74661 0.25421
C 7.31789 1.92644 -0.72873
C 7.77760 2.45252 -2.12450
C 7.96046 3.95990 -2.25293
C 6.78354 4.71519 -1.64781
C 6.51554 4.28523 -0.18466
N 6.29637 2.80186 -0.06436
O 5.04191 2.50965 -0.62921
C 7.71588 4.75698 0.68444
C 5.31425 5.10006 0.38893
C 6.83291 0.45335 -0.97738
H 8.46711 2.40475 1.12717
H 8.53315 0.74069 0.69599
H 9.47566 1.91254 -0.23548
H 7.03644 2.16106 -2.88099
H 8.71391 1.95939 -2.42287
H 8.90274 4.26889 -1.78831
H 8.04848 4.22435 -3.31351
H 6.98791 5.79440 -1.69780
H 5.89566 4.55393 -2.26732
H 7.57797 4.47967 1.73624
H 7.81652 5.84970 0.64807
H 8.67996 4.36506 0.35330
H 4.39881 4.97976 -0.20166
H 5.53565 6.17438 0.39449
H 5.09761 4.80531 1.42157
H 6.41583 0.00771 -0.06696
H 7.67125 -0.17674 -1.30082
H 6.07500 0.38680 -1.76726
C -0.82255 -2.75665 4.86525
C -0.44895 -3.03829 3.38057
C -0.21404 -4.55738 3.10963
C 1.17205 -5.09737 3.44026
C 2.26635 -4.18209 2.90496
C 2.08161 -2.72225 3.38686
N 0.72705 -2.17673 3.02563
O 0.70858 -1.96967 1.63463
C 2.31946 -2.68760 4.92339
C 3.23594 -1.83505 2.82432
C -1.76518 -2.67493 2.60434
H -0.08441 -2.15001 5.39847
H -1.74589 -2.16734 4.95285
H -0.96503 -3.67952 5.43530
H -0.38496 -4.76367 2.04437
H -0.96129 -5.15605 3.65009
H 1.27622 -5.23930 4.52111
H 1.28802 -6.09269 2.99482
H 3.24434 -4.56947 3.22503
H 2.27314 -4.23069 1.81147
H 2.20305 -1.67226 5.32056
H 3.33865 -3.01565 5.16656
H 1.65865 -3.35043 5.48614
H 3.29230 -1.85509 1.72991
H 4.21087 -2.18294 3.18719
H 3.12100 -0.79322 3.14297
H -1.98659 -1.60326 2.66675
H -2.62140 -3.21550 3.02759
H -1.71948 -2.95214 1.54422
C -9.52255 0.55551 -0.66043
C -9.14895 0.27387 -2.14511
C -8.91404 -1.24522 -2.41605
C -7.52795 -1.78521 -2.08542
C -6.43365 -0.86993 -2.62071
C -6.61839 0.58991 -2.13881
N -7.97295 1.13543 -2.50004
O -7.99142 1.34249 -3.89104
C -6.38054 0.62456 -0.60229
C -5.46406 1.47711 -2.70136
C -10.46518 0.63723 -2.92134
H -8.78441 1.16215 -0.12721
H -10.44589 1.14482 -0.57283
H -9.66503 -0.36736 -0.09038
H -9.08496 -1.45151 -3.48131
H -9.66129 -1.84389 -1.87559
H -7.42378 -1.92714 -1.00457
H -7.41198 -2.78052 -2.53086
H -5.45566 -1.25730 -2.30065
H -6.42686 -0.91853 -3.71420
H -6.49695 1.63991 -0.20512
H -5.36135 0.29651 -0.35912
H -7.04135 -0.03827 -0.03954
H -5.40770 1.45707 -3.79577
H -4.48913 1.12922 -2.33849
H -5.57900 2.51894 -2.38271
H -10.68659 1.70891 -2.85893
H -11.32140 0.09667 -2.49809
H -10.41948 0.36002 -3.98146
*
```

Löwdin population analysis, charges in e, atoms 1 to 99: -0.1424, -0.6728, 0.5649, -0.5912, 0.6004, -0.3014, -0.0408, -0.4101, -0.1509, -0.2803, 0.0929, 0.0497, 0.0966, 0.1263, 0.0425, 0.0668, -0.0405, -0.4565, -0.1392, -0.1933, -0.1425, -0.4786, -0.0265, -0.0232, -0.0565, -0.0429, -0.0488, 0.0595, 0.0764, 0.0826, 0.1214, 0.1193, 0.1017, 0.1132, 0.1220, 0.1251, 0.0882, 0.0871, 0.0599, 0.0804, 0.0812, 0.0860, 0.0867, 0.0872, 0.0629, -0.0388, -0.4521, -0.1388, -0.1933, -0.1418, -0.4760, -0.0201, -0.0231, -0.0564, -0.0409, -0.0451, 0.0604, 0.0782, 0.0824, 0.1209, 0.1189, 0.1014, 0.1126, 0.1214, 0.1257, 0.0887, 0.0864, 0.0596, 0.0796, 0.0803, 0.0874, 0.0961, 0.0894, 0.0524, -0.0420, -0.4601, -0.1461, -0.1942, -0.1340, -0.4706, -0.0285, -0.0384, -0.0450, -0.0298, -0.0633, 0.0616, 0.0724, 0.0816, 0.1153, 0.1152, 0.1024, 0.1108, 0.1193, 0.1233, 0.0921, 0.0808, 0.0563, 0.0777, 0.0601

Entry 2:
A single CH3F2OP molecule in a non-equilibrium geometry, computed with ωB97M-V/def2-TZVPD.

Computed properties:
Kohn-Sham gap: 11.632 eV
structure (SMILES): COP(F)F
energy above the lowest of the compared OMol25 structures with the same formula, charge and spin: 15.0 kJ/mol
energy: -17858.75007 eV
LUMO: 0.88 eV

The geometry in ORCA input format:
```
! wB97M-V def2-TZVPD RIJCOSX def2/J DEFGRID3
* xyz 0 1
C 0.22739 -0.81657 -0.94917
O -0.39774 0.13804 -0.06144
F -1.40066 0.98591 1.92865
F 0.47835 2.17321 1.12906
P 0.11331 0.63752 1.46728
H 0.98173 -0.35704 -1.61822
H -0.67595 -1.11247 -1.59768
H 0.67356 -1.64858 -0.29850
*
```

Computed natural (NBO) charges, given in elementary charges: -0.2570, -0.8346, -0.5774, -0.5821, 1.6704, 0.1881, 0.2076, 0.1849

Entry 3:
4 unconnected molecules or ions with the total composition H8O4, computed with ωB97M-V/def2-TZVPD.

Computed properties:
Kohn-Sham gap: 10.580 eV
structure (SMILES): O.O.O.O
energy above the lowest of the compared OMol25 structures with the same formula, charge and spin: 69.8 kJ/mol
energy: -8319.95308 eV
LUMO: 0.06 eV

The geometry in ORCA input format:
```
! wB97M-V def2-TZVPD RIJCOSX def2/J DEFGRID3
* xyz 0 1
O 3.20579 -12.73924 17.94301
H 3.03715 -13.64415 18.28408
H 3.40015 -12.21486 18.72856
O 2.58676 -12.59968 20.83182
H 1.64342 -12.40726 20.78196
H 2.64258 -13.56180 20.82039
O 4.69291 -11.64912 15.49085
H 4.38121 -12.13790 16.26885
H 4.69732 -10.72866 15.76882
O 2.73666 -15.32628 18.78929
H 1.96503 -15.70929 19.22357
H 3.46243 -15.93142 18.98769
*
```

Computed natural (NBO) charges, given in elementary charges: -0.9929, 0.4939, 0.4830, -0.9445, 0.4745, 0.4718, -0.9610, 0.4952, 0.4597, -0.9518, 0.4839, 0.4883

Entry 4:
2 unconnected molecules or ions with the total composition C2H7OS in a non-equilibrium geometry, computed with ωB97M-V/def2-TZVPD.

Computed properties:
Kohn-Sham gap (alpha / beta): 10.759 / 6.950 eV
energy above the lowest of the compared OMol25 structures with the same formula, charge and spin: 94.5 kJ/mol
energy: -15067.93487 eV
LUMO (alpha / beta): 0.91 / -2.52 eV

The geometry in ORCA input format:
```
! wB97M-V def2-TZVPD RIJCOSX def2/J DEFGRID3
* xyz 0 2
O -2.52714 -1.24829 -1.71317
H -2.04741 -1.59612 -2.48580
C 1.00086 0.43191 1.52186
C 0.82545 0.23805 0.01666
S -0.60712 1.16474 -0.78708
H 1.88418 -0.07202 1.93416
H 1.24260 1.47730 1.52276
H 0.11613 0.23956 2.09268
H 0.44962 -0.74653 -0.31906
H 1.67977 0.47190 -0.60257
H -2.01692 -0.36050 -1.18044
*
```

Computed natural (NBO) charges, given in elementary charges: -0.9828, 0.4727, -0.6243, -0.5115, 0.0761, 0.2248, 0.2116, 0.2254, 0.2309, 0.2159, 0.4612